Here is 14 unconnected molecules or ions with the total composition C46H68N4O30 in a non-equilibrium geometry from OMol25. Energies are from ωB97M-V/def2-TZVPD.

Results
Strongest force on any atom, hartree/bohr: 0.0789
Charge: 0
Highest occupied orbital energy, eV: -10.44
LUMO energy, eV: 0.37
Relative energy (zero: lowest compared OMol25 entry of this formula, charge and spin), eV: 0.000
E, Eh: -4269.91602

The geometry in XYZ format:
```
148
C46H68N4O30 | OMol25 | ωB97M-V/def2-TZVPD
C 1.83 -0.84 -1.23
C 0.68 -0.20 -1.93
C -0.47 0.24 -1.02
C -1.10 -0.91 -0.45
N -1.53 -1.88 -0.01
H 2.29 -0.18 -0.54
H 2.61 -1.25 -1.83
H 1.51 -1.69 -0.61
H 0.24 -0.84 -2.73
H 1.06 0.70 -2.46
H -1.19 0.73 -1.66
H -0.16 0.93 -0.26
C -1.01 -5.00 -3.09
C 0.21 -4.14 -2.73
C 1.50 -4.50 -3.47
C 1.70 -4.07 -4.85
N 1.65 -3.65 -5.92
H -1.80 -4.84 -2.35
H -0.87 -6.07 -3.08
H -1.40 -4.82 -4.05
H 0.44 -4.36 -1.68
H -0.03 -3.06 -2.79
H 1.70 -5.62 -3.44
H 2.40 -4.07 -2.94
C 4.25 0.94 1.67
C 3.13 0.18 2.36
C 3.34 -0.04 3.86
C 4.38 -1.06 4.19
N 5.13 -1.90 4.46
H 5.16 0.43 1.77
H 4.45 1.93 2.16
H 3.93 1.01 0.61
H 3.09 -0.79 1.92
H 2.22 0.69 2.22
H 2.40 -0.39 4.35
H 3.66 0.91 4.31
C 7.16 -1.74 0.14
C 5.84 -2.47 -0.30
C 5.37 -2.23 -1.74
C 5.26 -0.80 -2.11
N 5.10 0.32 -2.22
H 7.42 -1.97 1.16
H 7.12 -0.69 -0.14
H 8.00 -2.25 -0.37
H 5.05 -2.02 0.35
H 5.83 -3.55 -0.21
H 4.41 -2.73 -1.95
H 6.05 -2.74 -2.41
C -2.63 5.30 -3.61
C -1.57 5.42 -4.78
O -1.11 4.06 -4.91
C -1.79 3.25 -4.05
O -1.57 2.09 -3.91
O -2.69 3.90 -3.28
H -3.62 5.60 -3.88
H -2.19 5.80 -2.68
H -0.68 6.04 -4.55
H -2.05 5.70 -5.74
C -4.51 1.45 -3.35
C -3.96 0.55 -2.25
O -3.83 1.40 -1.17
C -4.67 2.44 -1.35
O -4.96 3.19 -0.49
O -5.12 2.47 -2.58
H -5.31 0.95 -3.88
H -3.76 1.80 -4.08
H -2.97 0.16 -2.40
H -4.62 -0.29 -1.97
C 4.45 -4.59 2.64
C 3.06 -3.94 2.53
O 2.47 -4.44 1.32
C 3.55 -4.74 0.49
O 3.43 -4.74 -0.67
O 4.64 -4.98 1.24
H 4.44 -5.52 3.21
H 5.20 -3.83 2.95
H 3.14 -2.85 2.43
H 2.37 -4.28 3.30
C -5.16 2.41 2.42
C -4.30 1.19 2.19
O -3.46 1.10 3.43
C -3.84 2.06 4.29
O -3.47 2.20 5.42
O -4.74 2.90 3.71
H -6.18 2.14 2.55
H -5.02 3.25 1.67
H -3.61 1.23 1.36
H -4.75 0.16 2.10
C -2.06 -1.80 4.50
C -1.29 -1.96 3.21
O 0.10 -2.06 3.76
C 0.10 -1.78 5.05
O 1.05 -1.67 5.74
O -1.12 -1.69 5.53
H -2.71 -2.68 4.70
H -2.67 -0.94 4.46
H -1.33 -1.04 2.56
H -1.54 -2.84 2.67
C -1.89 4.62 0.71
C -0.75 5.36 1.41
O 0.09 5.86 0.35
C -0.41 5.44 -0.83
O 0.14 5.65 -1.89
O -1.58 4.76 -0.70
H -2.90 5.00 0.90
H -1.80 3.54 0.89
H -0.16 4.76 2.01
H -1.14 6.17 2.02
C -0.43 3.21 4.77
C 0.44 1.99 5.20
O 0.28 1.07 4.04
C -0.54 1.72 3.09
O -0.86 1.28 2.04
O -1.04 2.91 3.53
H 0.13 4.12 4.70
H -1.25 3.36 5.56
H 0.02 1.58 6.13
H 1.48 2.35 5.25
C -4.06 -3.92 0.04
C -4.29 -5.00 1.08
O -4.06 -4.28 2.27
C -4.42 -3.03 2.05
O -4.57 -2.20 2.90
O -4.53 -2.79 0.72
H -4.53 -4.19 -0.89
H -2.98 -3.76 -0.10
H -3.69 -5.87 0.93
H -5.30 -5.44 0.99
C -1.05 -0.98 -5.85
C -2.22 -0.10 -6.41
O -3.31 -0.37 -5.52
C -2.91 -1.28 -4.59
O -3.65 -1.80 -3.86
O -1.59 -1.52 -4.63
H -0.24 -0.34 -5.53
H -0.78 -1.74 -6.56
H -2.53 -0.38 -7.43
H -2.01 0.99 -6.39
C 2.76 3.10 -0.52
C 3.63 4.19 -0.12
O 3.51 4.21 1.30
C 2.49 3.49 1.70
O 2.10 3.34 2.81
O 1.93 2.81 0.62
H 3.25 2.17 -0.78
H 2.15 3.51 -1.33
H 3.24 5.12 -0.54
H 4.67 4.12 -0.32
```